[1]
The following is a DFT calculation (ωB97M-V/def2-TZVPD) of C16H22N2O3 in the gas phase.

Structure (XYZ):
```
43
Properties=species:S:1:pos:R:3:nbo_charge:R:1
C 3.48 -3.52 -3.09 -0.713
C 2.47 -2.94 -2.11 0.686
O 2.50 -1.78 -1.75 -0.609
N 1.56 -3.86 -1.70 -0.623
C 0.49 -3.72 -0.81 0.262
C -0.30 -4.83 -0.54 -0.312
C -1.37 -4.72 0.33 -0.171
C -1.66 -3.51 0.94 -0.307
C -0.87 -2.39 0.67 0.411
O -1.22 -1.25 1.33 -0.506
C -0.50 -0.06 1.07 -0.070
C -0.87 0.58 -0.27 -0.440
C 0.17 1.61 -0.72 -0.229
N 0.32 2.70 0.22 -0.624
C -0.35 3.87 0.09 0.686
O -1.04 4.14 -0.87 -0.625
C -0.14 4.80 1.27 -0.319
C -0.85 4.36 2.57 -0.393
C -1.54 5.73 2.65 -0.399
C -0.99 6.08 1.26 -0.395
C 0.21 -2.50 -0.20 -0.411
H 4.17 -2.74 -3.40 0.244
H 2.96 -3.91 -3.97 0.227
H 4.03 -4.33 -2.62 0.227
H 1.66 -4.79 -2.08 0.396
H -0.08 -5.78 -1.02 0.203
H -1.98 -5.58 0.54 0.216
H -2.48 -3.41 1.62 0.223
H 0.58 -0.26 1.12 0.170
H -0.77 0.60 1.90 0.194
H -0.94 -0.20 -1.03 0.221
H -1.85 1.05 -0.18 0.216
H 1.14 1.13 -0.87 0.203
H -0.16 2.06 -1.66 0.238
H 0.81 2.51 1.08 0.390
H 0.93 4.97 1.41 0.219
H -0.20 4.11 3.41 0.205
H -1.55 3.54 2.41 0.206
H -2.63 5.70 2.73 0.206
H -1.15 6.36 3.44 0.201
H -0.43 7.01 1.20 0.205
H -1.73 6.06 0.47 0.233
H 0.84 -1.66 -0.44 0.259
```

Its SMILES is CC(=O)Nc1cccc(OCCCNC(=O)C2CCC2)c1. The energy above the lowest of the compared OMol25 structures with the same formula, charge and spin is 1.664 eV. The value obtained for the highest occupied orbital energy is -8.31 eV. For the frontier orbital gap, the calculation gives 8.97 eV. For the electronic energy, the calculation gives -26072.0284 eV. The multiplicity is 1. Its lowest unoccupied orbital energy is 0.7 eV.

[2]
The following is a DFT calculation (ωB97M-V/def2-TZVPD) of a molecular structure, C16H22N2O6 in a non-equilibrium geometry.

Structure (XYZ):
```
46
Properties=species:S:1:pos:R:3:nbo_charge:R:1
C 1.18 3.73 0.65 -0.264
H 0.83 3.63 -0.43 0.169
O 2.59 3.27 0.56 -0.500
C 2.64 1.83 0.27 0.371
C 3.92 1.21 0.15 -0.287
C 4.12 -0.02 0.04 0.285
C 3.05 -0.93 -0.15 -0.212
C 1.81 -0.32 -0.42 -0.074
C 1.49 1.01 -0.09 -0.300
H 0.56 1.29 -0.05 0.202
C 0.68 -1.10 -0.63 0.609
O 0.75 -2.06 -1.60 -0.727
N -0.37 -1.33 -0.02 -0.506
H -0.42 -0.30 0.80 0.348
C -1.62 -1.84 -0.36 -0.182
C -2.74 -0.88 -0.60 0.806
O -3.77 -1.32 -0.94 -0.589
O -2.23 0.34 -0.74 -0.519
C -2.96 1.52 -1.37 -0.107
H -3.72 1.07 -1.99 0.209
C -3.99 1.97 -0.26 0.590
O -3.85 3.14 0.50 -0.700
N -4.95 1.26 0.24 -0.798
H -5.63 1.47 1.10 0.474
H -5.05 0.41 -0.50 0.410
H -2.33 2.23 -1.68 0.234
C -2.17 -2.84 0.93 -0.226
C -1.19 -3.64 1.24 -0.572
H -1.71 -4.43 2.20 0.181
H -1.05 -4.49 0.48 0.232
H -0.25 -3.30 1.52 0.234
C -2.47 -1.81 2.03 -0.618
H -2.92 -2.32 2.95 0.218
H -3.09 -1.06 1.89 0.200
H -1.53 -1.49 2.58 0.203
H -3.09 -2.87 0.62 0.242
H -1.34 -2.49 -1.24 0.301
H 3.30 -1.82 -0.31 0.212
O 5.47 -0.23 0.03 -0.457
C 5.73 -1.47 -0.23 -0.233
H 5.49 -2.40 0.54 0.141
H 5.40 -1.78 -1.10 0.163
H 6.83 -1.68 -0.23 0.190
H 4.65 1.93 0.56 0.241
H 0.37 3.33 1.24 0.198
H 1.41 4.72 0.79 0.204
```

The energy above the lowest of the compared OMol25 structures with the same formula, charge and spin is 14.191 eV. The value obtained for the highest occupied orbital energy is -8.82 eV. For the frontier orbital gap, the calculation gives 9.09 eV. For the electronic energy, the calculation gives -32201.1288 eV. The multiplicity is 1. Its lowest unoccupied orbital energy is 0.3 eV.

[3]
The following is a DFT calculation (ωB97M-V/def2-TZVPD) of C16H22N4O3S2 in the gas phase in a non-equilibrium geometry.

Structure (XYZ):
```
47
Properties=species:S:1:pos:R:3:nbo_charge:R:1
C 0.00 -2.67 0.53 -0.661
C -1.46 -2.44 0.41 0.192
N -2.35 -3.35 0.78 -0.272
N -3.55 -2.81 0.54 -0.325
C -3.48 -1.58 0.01 0.221
C -4.67 -0.77 -0.35 -0.668
C -2.13 -1.30 -0.09 -0.497
S -1.42 0.19 -0.70 2.355
O -0.11 -0.11 -1.22 -0.966
O -2.36 0.82 -1.59 -0.943
N -1.29 1.09 0.71 -0.679
C -2.07 2.31 0.77 -0.226
C -1.39 3.48 0.04 -0.423
C 0.02 3.09 -0.40 -0.394
C 0.78 2.47 0.77 -0.340
C 2.22 2.13 0.39 0.694
O 3.18 2.66 0.93 -0.631
N 2.34 1.23 -0.60 -0.640
C 3.61 0.65 -0.96 -0.262
C 3.64 -0.81 -0.64 -0.200
C 3.82 -1.86 -1.48 -0.253
C 3.75 -3.11 -0.82 -0.257
C 3.51 -2.99 0.51 -0.410
S 3.37 -1.34 0.99 0.423
C 0.03 1.22 1.29 -0.221
H 0.37 -2.23 1.46 0.224
H 0.51 -2.20 -0.30 0.248
H 0.20 -3.73 0.55 0.237
H -4.38 -3.35 0.75 0.412
H -5.43 -1.40 -0.80 0.226
H -5.10 -0.30 0.54 0.228
H -4.37 0.01 -1.05 0.266
H -2.23 2.53 1.83 0.202
H -3.04 2.08 0.31 0.228
H -1.33 4.34 0.72 0.205
H -1.97 3.77 -0.83 0.221
H 0.55 3.96 -0.77 0.230
H -0.06 2.37 -1.22 0.210
H 0.84 3.22 1.57 0.229
H 1.51 0.77 -0.96 0.434
H 4.37 1.20 -0.40 0.251
H 3.79 0.78 -2.04 0.208
H 4.01 -1.75 -2.53 0.222
H 3.88 -4.06 -1.32 0.224
H 3.41 -3.76 1.24 0.235
H -0.09 1.26 2.37 0.212
H 0.57 0.31 1.04 0.232
```

Its SMILES is Cc1n[nH]c(C)c1S(=O)(=O)N1CCC[C@H](C(=O)NCc2cccs2)C1. The energy above the lowest of the compared OMol25 structures with the same formula, charge and spin is 1.408 eV. The value obtained for the highest occupied orbital energy is -8.68 eV. For the frontier orbital gap, the calculation gives 9.29 eV. For the electronic energy, the calculation gives -50722.5639 eV. The multiplicity is 1. Its lowest unoccupied orbital energy is 0.6 eV.